Formula: CH4N2O
Source: the OMol25 dataset
Level of theory: ωB97M-V/def2-TZVPD

Each atom is followed by the atoms it is bonded to, with distances in Å.
Positions of all 8 atoms, in Å:
1 C -0.1250 0.4722 0.3869  H4 1.118, N6 1.355, N7 1.217
2 H -0.4063 -1.8044 -0.5422  O8 1.152
3 H 1.4192 0.0997 -1.2377  N6 1.153
4 H -1.0740 -0.1102 0.2840  C1 1.118
5 H -0.4611 1.4542 1.9499  N7 1.064
6 N 0.4016 -0.0889 -0.7288  C1 1.355, H3 1.153, O8 1.351
7 N 0.3231 1.1202 1.3139  C1 1.217, H5 1.064
8 O -0.0774 -1.1427 -1.4261  H2 1.152, N6 1.351

Its structure (SMILES) is [H]/N=C/NO. For the HOMO energy, the calculation gives -8.793 eV. The LUMO energy comes out at 0.580 eV. As for the total energy: -6125.443 eV. The calculation puts the energy above the lowest of the compared OMol25 structures with the same formula, charge and spin at 488.6 kJ/mol. For the strongest force on any atom, the calculation gives 0.170 Eh/bohr.